The following is a DFT calculation (ωB97M-V with the def2-TZVPD basis set) of a 9-piece molecular cluster, C5H25O10 overall.

spin multiplicity	1
charge	-1
energy relative to the best compared isomer or geometry (same formula, charge and spin)	234.2	kJ/mol
HOMO	-5.50	eV
maximum force	5.07	eV/A
Kohn-Sham gap	8.18	eV

Geometry as XYZ:
```
40
Properties=species:S:1:pos:R:3:forces:R:3:lowdin_charge:R:1
O -2.672 -1.224 -1.977 0.676 2.176 0.524 -0.087
C -2.590 0.094 -1.820 0.033 -2.233 -1.912 -0.633
O -3.490 0.842 -2.132 -1.023 1.090 0.093 0.019
C -1.272 0.676 -1.311 0.287 -1.874 -0.193 -0.109
C -1.580 1.341 -0.017 3.910 2.471 2.076 -0.341
C -1.870 2.904 -0.099 -2.197 -1.274 0.845 -0.064
C -0.422 1.151 1.162 -3.037 2.042 0.581 -0.058
H -0.783 1.388 -1.988 -0.304 -0.474 -0.284 0.105
H -0.700 -0.271 -1.193 0.463 1.102 0.237 0.107
H -2.350 0.821 0.439 -2.065 -0.485 0.641 0.091
H -2.955 2.926 -0.304 0.078 0.226 0.308 0.064
H -1.552 3.545 -0.929 1.023 -0.515 0.304 0.068
H -1.720 3.322 0.935 -0.001 0.028 -1.303 0.072
H -0.104 2.160 1.541 -0.890 -0.560 0.084 0.064
H 0.503 0.915 0.760 1.645 -1.867 -0.687 0.004
H -0.922 0.571 2.031 1.514 0.581 -1.541 0.094
H 2.830 2.607 0.323 -0.110 -0.139 -0.254 0.028
H 3.310 1.148 0.273 0.203 -1.274 -1.339 0.003
O 3.159 1.869 0.842 -0.190 1.311 1.499 -0.034
H -0.987 -2.494 0.206 -0.231 0.181 -0.558 0.000
H -1.986 -1.989 1.298 -0.901 -0.166 0.198 0.047
O -1.110 -1.877 0.966 0.913 0.314 0.815 -0.070
H 2.020 -2.852 -0.009 1.366 -0.758 0.125 0.030
H 2.634 -2.954 1.270 0.345 0.054 0.628 -0.017
O 2.826 -3.287 0.393 -1.382 0.364 -1.040 -0.114
H 1.603 -0.533 1.679 -0.451 -3.706 0.254 0.116
H 0.410 -1.563 1.866 0.737 -0.329 -0.880 0.008
O 1.408 -1.576 1.784 -0.106 3.990 -0.167 -0.165
H 1.613 -1.665 -2.090 1.527 0.822 0.217 0.058
H 3.142 -1.948 -2.165 -0.404 0.419 0.275 0.036
O 2.513 -1.224 -1.988 -1.307 -1.154 -0.450 -0.101
H 1.889 2.944 -2.502 1.686 -1.032 -1.286 0.007
H 0.572 2.750 -1.896 -1.404 -1.086 0.364 -0.025
O 1.244 3.386 -2.012 -0.182 2.101 1.021 -0.007
H -1.608 -2.035 -1.711 -0.788 -0.756 0.201 -0.008
H -1.364 -3.723 -1.490 -0.466 -0.192 -0.406 0.020
O -0.987 -2.861 -1.359 1.323 0.356 0.020 -0.164
H 0.405 -0.292 3.485 -0.184 -2.292 1.348 0.044
H 0.706 -1.887 3.663 -0.556 1.886 0.481 0.046
O 0.237 -1.105 4.075 0.450 0.652 -0.837 -0.134
```
Positions in Å, forces in eV/Å.